1.
# C66H78CsN8O5P2SSi

C66H78CsN8O5P2SSi as an isolated structure in a non-equilibrium geometry (wB97M-V/def2-TZVPD, the Open Molecules 2025 dataset).

LUMO level (eV): 1.81
Charge: -1
Strongest force on any atom (eV/Å): 1.2
HOMO level (eV): -4.743
Relative energy (zero: lowest compared OMol25 entry of this formula, charge and spin) (kJ/mol): 169.01
Orbital gap (eV): 6.5564

Geometry (Å):
Cs  -0.11  0.42  -0.02
C  -3.49  0.23  -2.60
C  -3.08  -0.35  -1.27
O  -2.03  -0.99  -1.21
C  -3.93  -0.14  -0.09
C  -5.31  0.03  -0.30
C  -6.22  0.10  0.73
C  -5.74  0.00  2.04
C  -4.40  -0.12  2.31
C  -3.42  -0.14  1.26
O  -2.18  -0.12  1.53
H  -2.57  0.52  -3.12
H  -4.15  1.09  -2.52
H  -3.98  -0.53  -3.21
H  -5.67  0.08  -1.32
H  -7.28  0.20  0.53
H  -6.44  0.01  2.87
H  -4.03  -0.22  3.32
N  3.64  -1.14  2.03
P  3.00  -1.04  0.44
C  3.23  -2.71  -0.22
C  3.54  -3.74  0.58
C  3.73  -5.10  0.08
C  3.59  -5.40  -1.21
C  3.13  -4.38  -2.19
C  3.04  -2.90  -1.71
C  4.39  -0.15  -0.32
C  5.64  -0.72  -0.57
C  6.70  0.07  -0.99
C  6.53  1.44  -1.15
C  5.28  2.01  -0.92
C  4.22  1.22  -0.51
C  2.90  -0.66  3.10
C  3.54  -0.12  4.23
C  2.76  0.39  5.25
C  1.37  0.37  5.13
C  0.84  -0.20  3.99
N  1.58  -0.72  3.01
H  4.64  -1.19  2.19
H  3.66  -3.58  1.64
H  4.01  -5.85  0.81
H  3.77  -6.41  -1.55
H  3.69  -4.45  -3.12
H  3.72  -2.23  -2.24
H  5.76  -1.79  -0.43
H  7.67  -0.38  -1.19
H  7.35  2.05  -1.48
H  5.13  3.08  -1.07
H  3.23  1.64  -0.39
H  4.62  -0.10  4.28
H  3.23  0.82  6.12
H  0.72  0.77  5.90
H  -0.24  -0.28  3.84
C  -3.83  -3.76  -0.94
C  -3.97  -4.43  0.42
C  -3.59  -3.52  1.58
N  -2.15  -3.34  1.64
C  -1.47  -3.08  2.75
S  -2.12  -2.65  4.20
N  -0.07  -3.27  2.56
C  0.49  -4.52  2.43
O  1.68  -4.69  2.62
C  -0.38  -5.67  2.01
C  -0.05  -6.31  0.81
C  -0.79  -7.40  0.39
C  -1.84  -7.87  1.16
C  -2.14  -7.25  2.37
C  -1.42  -6.15  2.79
H  -4.09  -4.45  -1.75
H  -2.82  -3.40  -1.14
H  -4.48  -2.88  -1.01
H  -3.37  -5.34  0.47
H  -5.01  -4.74  0.57
H  -3.89  -3.94  2.54
H  -4.07  -2.54  1.49
H  -1.63  -3.37  0.77
H  0.56  -2.56  2.92
H  0.79  -5.94  0.23
H  -0.55  -7.88  -0.55
H  -2.41  -8.73  0.83
H  -2.96  -7.63  2.98
H  -1.68  -5.65  3.72
N  1.79  4.12  -0.84
H  1.78  3.59  -1.70
H  0.82  4.16  -0.53
H  2.22  3.49  -0.17
O  -0.08  2.56  1.57
P  -0.78  3.80  2.00
N  -1.46  3.52  3.49
C  -1.76  2.17  3.99
C  -3.16  2.32  4.57
C  -3.14  3.73  5.15
C  -2.32  4.52  4.13
N  -1.98  4.21  0.93
C  -2.92  3.14  0.55
C  -3.74  3.78  -0.55
C  -3.86  5.23  -0.09
C  -2.48  5.52  0.51
N  0.26  5.08  2.08
C  1.57  4.78  2.66
C  2.26  6.14  2.64
C  1.12  7.08  3.01
C  -0.07  6.50  2.24
H  -1.05  1.91  4.78
H  -1.70  1.43  3.20
H  -3.40  1.55  5.31
H  -3.90  2.24  3.77
H  -2.62  3.74  6.12
H  -4.13  4.16  5.30
H  -1.72  5.31  4.60
H  -2.98  4.99  3.39
H  -3.54  2.83  1.40
H  -2.39  2.25  0.21
H  -4.70  3.28  -0.68
H  -3.20  3.72  -1.50
H  -4.62  5.31  0.69
H  -4.12  5.93  -0.88
H  -2.56  6.22  1.34
H  -1.81  5.97  -0.24
H  2.09  4.02  2.08
H  1.48  4.40  3.69
H  2.63  6.33  1.63
H  3.11  6.19  3.33
H  1.31  8.12  2.74
H  0.93  7.04  4.08
H  -0.18  6.98  1.27
H  -1.01  6.65  2.79
O  1.67  0.22  -2.01
Si  1.61  -0.17  -3.53
C  1.59  -2.06  -3.62
C  1.51  -2.71  -4.79
C  1.26  -4.14  -4.91
C  1.23  -4.92  -3.83
C  1.61  -4.38  -2.50
C  1.59  -2.83  -2.33
C  3.02  0.51  -4.59
C  2.84  1.19  -5.80
C  3.92  1.62  -6.56
C  5.21  1.38  -6.13
C  5.42  0.70  -4.94
C  4.33  0.28  -4.18
C  0.06  0.50  -4.41
C  -0.85  -0.19  -5.19
C  -1.91  0.45  -5.81
C  -2.09  1.82  -5.65
C  -1.20  2.53  -4.86
C  -0.14  1.88  -4.26
H  1.56  -2.15  -5.73
H  1.03  -4.55  -5.89
H  0.98  -5.97  -3.94
H  1.07  -4.87  -1.69
H  0.81  -2.45  -1.65
H  1.83  1.38  -6.15
H  3.74  2.15  -7.49
H  6.05  1.72  -6.72
H  6.42  0.50  -4.59
H  4.52  -0.24  -3.25
H  -0.73  -1.27  -5.31
H  -2.61  -0.12  -6.42
H  -2.92  2.32  -6.14
H  -1.33  3.60  -4.72
H  0.56  2.45  -3.65


2.
# C28H26IrN5O6S2

C28H26IrN5O6S2 as an isolated structure in a non-equilibrium geometry (wB97M-V/def2-TZVPD, the Open Molecules 2025 dataset).

LUMO level (spin up / spin down) (eV): -5.40 / -6.29
Charge: +1
Strongest force on any atom (eV/Å): 3.7
HOMO level (spin up / spin down) (eV): -11.007 / -11.005
Spin multiplicity: 2
Orbital gap (spin up / spin down) (eV): 5.6036 / 4.7110

Geometry (Å):
Ir  0.84  -0.87  0.25
C  -1.08  -1.57  6.09
C  -0.01  -1.15  5.13
C  0.88  -0.12  5.43
C  1.83  0.30  4.51
C  1.89  -0.35  3.29
C  1.05  -1.41  2.99
C  0.10  -1.80  3.91
S  2.73  0.40  1.91
O  3.09  -0.60  0.92
O  3.70  1.38  2.29
N  1.34  1.09  1.32
C  1.40  2.28  0.65
C  1.26  1.99  -1.04
O  1.32  3.00  -1.67
O  1.04  0.81  -1.32
H  -1.31  -0.79  6.80
H  -0.77  -2.45  6.64
H  -1.99  -1.83  5.54
H  0.83  0.37  6.39
H  2.51  1.11  4.72
H  1.24  -2.01  2.10
H  -0.56  -2.62  3.68
H  2.33  2.84  0.80
H  0.52  2.91  0.80
C  -1.96  -0.27  -2.90
N  -1.97  0.92  -2.10
C  -2.13  2.19  -2.57
C  -2.10  3.03  -1.50
N  -1.93  2.25  -0.39
C  -1.84  0.95  -0.77
S  -1.71  -0.37  0.31
H  -2.10  -0.01  -3.95
H  -2.76  -0.94  -2.58
H  -1.01  -0.80  -2.77
H  -2.24  2.40  -3.61
H  -2.19  4.10  -1.46
H  -1.88  2.57  0.56
O  2.05  -3.68  0.86
C  1.12  -3.90  0.12
N  0.68  -5.09  -0.33
C  -0.63  -4.98  -0.94
C  -0.74  -3.41  -1.06
O  -1.65  -2.84  -1.61
N  0.30  -2.89  -0.41
C  -0.74  -5.56  -2.32
C  0.39  -5.78  -3.11
C  0.25  -6.26  -4.39
C  -1.02  -6.51  -4.91
C  -2.15  -6.28  -4.13
C  -2.01  -5.80  -2.85
C  -1.70  -5.45  0.03
C  -1.91  -6.82  0.14
C  -2.82  -7.31  1.06
C  -3.54  -6.44  1.86
C  -3.32  -5.07  1.76
C  -2.40  -4.58  0.85
H  1.03  -5.96  0.02
H  1.37  -5.58  -2.71
H  1.12  -6.44  -5.00
H  -1.13  -6.87  -5.92
H  -3.13  -6.49  -4.52
H  -2.89  -5.59  -2.25
H  -1.36  -7.50  -0.50
H  -2.97  -8.37  1.15
H  -4.27  -6.82  2.56
H  -3.87  -4.39  2.38
H  -2.25  -3.51  0.78